Run w
Here is C4H4Cl2NP as an isolated structure from OMol25. Energies are from ωB97M-V/def2-TZVPD.

Values from the calculation:
lowest unoccupied orbital energy = 0.19 eV
net charge = 0

Atoms and positions in Å:
1 C -1.49770 -0.55944 0.41686
2 C -0.12277 -0.90162 0.59180
3 C -1.65349 0.49883 -0.41354
4 C 0.69968 -0.12989 -0.11030
5 N -0.58645 0.97829 -1.07879
6 P 2.29992 0.06945 -0.76440
7 Cl 3.14440 -1.43934 0.18089
8 Cl 2.99113 1.55440 0.53524
9 H -2.30535 -1.15338 0.98804
10 H 0.05950 -1.75815 1.32528
11 H -2.68565 0.90812 -0.53926
12 H -0.34321 1.93273 -1.13181


Run x
Here is one molecule with the formula C4H4Cl2NP from OMol25. Energies are from ωB97M-V/def2-TZVPD.

Values from the calculation:
lowest unoccupied orbital energy = 0.54 eV
net charge = 0

Atoms and positions in Å:
1 C 0.61092 -0.11032 -0.62681
2 C -0.67578 -0.11132 -1.31986
3 C 0.37109 0.12951 0.71426
4 C -1.63403 0.11896 -0.37363
5 N -0.97688 0.37227 0.96377
6 P -3.36462 0.26955 -0.71192
7 Cl -4.19603 1.08767 0.88763
8 Cl -3.88421 -1.73069 -0.42721
9 H 1.56237 -0.26604 -1.00484
10 H -0.78689 -0.13911 -2.29785
11 H 1.13890 0.08442 1.44947
12 H -1.39290 0.31953 1.90898


Decreasing stability: run x, run w


Run w
Here is C18H36O36S9 as an isolated structure from OMol25. Energies are from ωB97M-V/def2-TZVPD.

Values from the calculation:
lowest unoccupied orbital energy = 0.02 eV
net charge = 0

Atoms and positions in Å:
1 C -11.71580 -1.41054 -15.81424
2 C -11.42829 -2.91519 -15.88458
3 O -10.42585 -3.13725 -14.90498
4 S -9.40459 -1.74467 -14.79694
5 O -8.16548 -2.01621 -15.63922
6 O -9.13930 -1.36192 -13.40349
7 O -10.51281 -0.83335 -15.62090
8 H -12.29777 -1.04501 -14.96819
9 H -12.25376 -1.03960 -16.68665
10 H -10.89201 -3.10687 -16.81396
11 H -12.29999 -3.56240 -15.78782
12 C -0.96854 -4.07384 -19.92530
13 C -1.95978 -3.47299 -18.91675
14 O -1.50068 -4.09745 -17.70753
15 S 0.16988 -4.07584 -17.61301
16 O 0.68457 -5.37732 -17.19326
17 O 0.73196 -2.81852 -17.08482
18 O 0.25726 -4.10906 -19.27782
19 H -0.89401 -3.61434 -20.91090
20 H -1.26072 -5.04383 -20.32758
21 H -2.94960 -3.85809 -19.16181
22 H -1.90630 -2.38867 -18.81936
23 C 0.70307 -7.56249 -29.16076
24 C 2.07963 -7.23630 -28.56833
25 O 1.91254 -6.67830 -27.25381
26 S 0.45455 -7.15829 -26.68452
27 O -0.46717 -6.04230 -26.35619
28 O 0.64501 -8.09841 -25.61435
29 O -0.07180 -7.90644 -28.05081
30 H 0.62035 -8.25399 -29.99926
31 H 0.26268 -6.64861 -29.55950
32 H 2.70708 -6.45635 -28.99970
33 H 2.67212 -8.13452 -28.39437
34 C 3.15458 -10.19266 -20.49109
35 C 3.89842 -8.89190 -20.83506
36 O 5.16217 -9.33971 -21.20676
37 S 5.07621 -10.71040 -22.15778
38 O 6.16718 -11.70104 -21.86843
39 O 4.74182 -10.32534 -23.52824
40 O 3.74821 -11.15635 -21.27005
41 H 2.07830 -10.05673 -20.59711
42 H 3.35824 -10.37574 -19.43605
43 H 4.02147 -8.11719 -20.07824
44 H 3.61821 -8.38864 -21.76044
45 C -5.07076 7.45428 -15.65034
46 C -4.74711 6.80786 -14.25768
47 O -5.00094 5.38710 -14.41875
48 S -5.06107 4.93466 -15.92817
49 O -6.44513 4.62623 -16.34136
50 O -3.97285 4.01046 -16.23189
51 O -4.57674 6.44440 -16.52095
52 H -4.68307 8.45581 -15.83676
53 H -6.15942 7.40860 -15.67919
54 H -5.31625 7.17057 -13.40174
55 H -3.74478 6.85856 -13.83240
56 C -4.12441 -0.60318 -25.34068
57 C -4.86398 -1.31387 -24.12366
58 O -4.52617 -0.37245 -23.04412
59 S -4.04037 1.17366 -23.42922
60 O -2.98867 1.60563 -22.53183
61 O -5.27185 2.00158 -23.54417
62 O -3.55275 0.57361 -24.89504
63 H -4.90955 -0.27020 -26.01950
64 H -3.38119 -1.17510 -25.89623
65 H -4.43461 -2.27440 -23.83885
66 H -5.94115 -1.37655 -24.27819
67 C -6.26259 -10.04555 -16.45898
68 C -4.95938 -9.37600 -16.89438
69 O -4.89891 -9.46282 -18.25318
70 S -6.35453 -9.48829 -19.01280
71 O -6.32859 -10.32305 -20.22098
72 O -6.87691 -8.09560 -19.10092
73 O -6.88482 -10.30811 -17.70392
74 H -6.87288 -9.26573 -16.00343
75 H -6.23258 -10.92394 -15.81428
76 H -4.08483 -9.78353 -16.38724
77 H -5.01969 -8.30065 -16.72681
78 C -2.29491 -0.56772 -11.19636
79 C -2.77970 0.51358 -10.23853
80 O -2.07549 0.62572 -9.04548
81 S -0.84528 -0.37130 -9.06200
82 O -0.71050 -1.07290 -7.75580
83 O 0.36899 0.24751 -9.64076
84 O -1.61901 -1.34394 -10.24525
85 H -1.52612 -0.28790 -11.91660
86 H -3.19905 -1.02072 -11.60308
87 H -3.77510 0.37105 -9.81786
88 H -3.06686 1.44902 -10.71872
89 C 3.85981 -5.14471 -10.71472
90 C 3.56020 -5.51591 -9.29038
91 O 4.45789 -6.62506 -9.11741
92 S 5.90391 -6.41143 -9.90419
93 O 6.47759 -7.73555 -10.22818
94 O 6.54978 -5.31429 -9.31297
95 O 5.05165 -5.79990 -11.14845
96 H 3.82636 -4.06845 -10.88398
97 H 3.12899 -5.50193 -11.44026
98 H 2.55281 -5.92908 -9.23988
99 H 3.84001 -4.80995 -8.50844


Run x
Here is a 9-piece molecular cluster, C18H36O36S9 overall from OMol25. Energies are from ωB97M-V/def2-TZVPD.

Values from the calculation:
lowest unoccupied orbital energy = -0.05 eV
net charge = 0

Atoms and positions in Å:
1 C -5.00058 0.04763 0.72832
2 C -4.98278 -0.96878 -0.47599
3 O -5.26365 -0.18623 -1.56254
4 S -4.45351 1.27241 -1.45236
5 O -5.27270 2.38819 -2.04435
6 O -3.06204 1.16078 -1.90333
7 O -4.62032 1.26735 0.20114
8 H -4.28050 -0.25991 1.48662
9 H -5.99698 0.07021 1.16967
10 H -5.72862 -1.75937 -0.39351
11 H -3.97079 -1.36181 -0.57340
12 C 4.91689 5.51555 -2.69799
13 C 3.55376 5.46442 -3.30838
14 O 2.96275 4.23435 -2.85791
15 S 3.64645 3.60730 -1.47155
16 O 4.07735 2.23964 -1.65661
17 O 2.76810 3.86535 -0.34253
18 O 4.86722 4.73310 -1.47002
19 H 5.15261 6.54663 -2.43455
20 H 5.69878 5.09219 -3.32848
21 H 3.61012 5.36519 -4.39239
22 H 2.91947 6.27498 -2.94954
23 C 4.82623 1.86867 3.56701
24 C 4.65589 2.12375 2.03435
25 O 3.20679 2.01820 1.77550
26 S 2.54755 0.87609 2.82913
27 O 2.53064 -0.45319 2.16661
28 O 1.37238 1.42467 3.58901
29 O 3.85233 0.86421 3.80968
30 H 4.55470 2.73399 4.17165
31 H 5.78002 1.38604 3.78021
32 H 5.08939 1.30941 1.45380
33 H 5.13470 3.07484 1.80141
34 C -3.66713 -2.92003 -3.93809
35 C -2.43318 -2.12040 -4.56811
36 O -1.75920 -2.95410 -5.52082
37 S -2.55968 -4.34375 -5.89281
38 O -2.02865 -5.49418 -5.20484
39 O -2.92292 -4.50088 -7.32995
40 O -3.85630 -3.84791 -4.99213
41 H -4.58478 -2.34310 -3.82333
42 H -3.42693 -3.56609 -3.09369
43 H -1.69346 -1.66125 -3.91229
44 H -2.80738 -1.39841 -5.29392
45 C 2.47251 -0.65573 -3.29584
46 C 1.21743 -1.37350 -3.77819
47 O 0.56257 -0.41545 -4.60663
48 S 0.92065 1.17354 -4.29205
49 O 0.00957 1.65548 -3.24913
50 O 1.17015 2.01738 -5.46961
51 O 2.38362 0.71565 -3.66586
52 H 3.41123 -0.93786 -3.77261
53 H 2.51216 -0.76135 -2.21170
54 H 0.53168 -1.52678 -2.94491
55 H 1.37148 -2.32675 -4.28382
56 C 1.13752 -6.82167 4.82670
57 C 0.49816 -7.85865 3.91643
58 O 0.40954 -7.27199 2.60392
59 S 1.50706 -6.03902 2.45891
60 O 0.94720 -4.92874 1.71305
61 O 2.83878 -6.59458 2.12257
62 O 1.36985 -5.71937 4.08076
63 H 2.02326 -7.35607 5.17019
64 H 0.53294 -6.64925 5.71712
65 H -0.54460 -8.02027 4.18962
66 H 1.15074 -8.72605 3.81710
67 C -1.02031 6.20311 -0.90127
68 C -1.08637 5.08196 -1.93620
69 O -1.91498 4.15305 -1.20119
70 S -2.59545 4.62031 0.23836
71 O -1.83577 4.20320 1.41741
72 O -4.03652 4.43573 0.26741
73 O -2.20864 6.13281 -0.16838
74 H -1.15483 7.13443 -1.45140
75 H -0.16379 5.97489 -0.26693
76 H -0.08261 4.85883 -2.29785
77 H -1.62662 5.40235 -2.82703
78 C -0.66241 -2.41569 4.27873
79 C -0.36683 -2.95340 5.65813
80 O -0.86021 -1.95887 6.49051
81 S -0.85234 -0.40477 5.82696
82 O 0.18861 0.44383 6.43303
83 O -2.20564 0.10099 5.66381
84 O -0.34841 -1.09279 4.43932
85 H -1.69990 -2.43043 3.94481
86 H -0.17226 -2.94688 3.46284
87 H 0.71818 -2.93363 5.76038
88 H -0.67918 -3.96644 5.91165
89 C -1.13332 1.06174 1.43405
90 C -0.13429 1.39358 0.28475
91 O 0.35278 0.13095 -0.04937
92 S -0.64976 -1.15695 0.07595
93 O 0.03931 -2.32525 0.68358
94 O -1.54834 -1.42814 -1.06358
95 O -1.50758 -0.33395 1.18262
96 H -2.04588 1.65456 1.49658
97 H -0.56326 1.04026 2.36285
98 H 0.59734 2.09556 0.68481
99 H -0.52622 1.95998 -0.56005


Decreasing stability: run x, run w


Run w
Here is a 2-piece molecular cluster, H3INP overall from OMol25. Energies are from ωB97M-V/def2-TZVPD.

Values from the calculation:
lowest unoccupied orbital energy = -0.79 eV
net charge = 0

Atoms and positions in Å:
1 N 0.12514 -0.37955 -0.54621
2 P -0.13396 0.79681 0.69025
3 I -1.47887 -1.67728 -0.25824
4 H -0.03165 0.08637 -1.99608
5 H 0.42225 0.01379 1.62751
6 H 1.09709 1.15986 0.48276


Run x
Here is one molecule with the formula H3INP from OMol25. Energies are from ωB97M-V/def2-TZVPD.

Values from the calculation:
lowest unoccupied orbital energy (spin up / spin down) = -1.76 / -1.75 eV
net charge = 0

Atoms and positions in Å:
1 N -0.30586 -0.37287 0.91171
2 P -0.44679 0.38406 -0.45951
3 I -2.10536 -1.02611 2.44542
4 H 0.72598 0.36117 -1.25794
5 H -1.79597 0.14704 -1.11780
6 H -0.36072 1.82724 -0.18425


Decreasing stability: run x, run w


Run w
Here is a 3-piece molecular cluster, C2H4N2O2S overall from OMol25. Energies are from ωB97M-V/def2-TZVPD.

Values from the calculation:
lowest unoccupied orbital energy = -0.68 eV
net charge = 0

Atoms and positions in Å:
1 C -0.75059 -1.08850 -0.26906
2 C 0.22317 -0.28648 0.34261
3 N 4.42590 -0.67498 -0.64636
4 N 4.30103 -0.48847 0.43975
5 O 2.01578 -0.30104 -2.18106
6 O 1.56496 -2.71578 -1.68803
7 S 1.13203 -1.45076 -2.19437
8 H -0.83116 -2.14011 -0.05323
9 H -1.57440 -0.47574 -0.65879
10 H 0.06507 0.72031 0.19295
11 H 1.16110 -0.62483 0.74186


Run x
Here is one molecule with the formula C2H4N2O2S from OMol25. Energies are from ωB97M-V/def2-TZVPD.

Values from the calculation:
lowest unoccupied orbital energy = 0.27 eV
net charge = 0

Atoms and positions in Å:
1 C -2.13746 0.11946 0.31335
2 C 1.04110 -0.43597 -0.45805
3 N 1.28356 0.22345 0.88885
4 N -1.47165 -0.00162 -0.76745
5 O 0.37855 -0.08376 1.80363
6 O -0.07077 0.09767 -1.15711
7 S -1.39678 0.42433 1.75062
8 H 1.16088 -1.60787 -0.29211
9 H 1.81717 -0.25786 -1.22907
10 H -1.94963 0.23189 -1.61961
11 H 1.34503 1.29028 0.76695


Decreasing stability: run w, run x


Run w
Here is a 2-piece molecular cluster, C4H13N4O overall from OMol25. Energies are from ωB97M-V/def2-TZVPD.

Values from the calculation:
lowest unoccupied orbital energy = -2.53 eV
net charge = +1

Atoms and positions in Å:
1 C 0.75856 -1.31290 2.69584
2 C 1.47406 -1.80503 1.48870
3 O 1.40747 -1.20981 0.41105
4 N 2.19181 -2.92638 1.60776
5 H 0.98987 -1.63062 3.70683
6 H -0.32780 -1.37822 2.58930
7 H 2.59676 -3.39552 0.81369
8 H 2.11891 -3.49903 2.43092
9 H 0.82701 -0.22107 2.66246
10 C -2.31223 3.00620 -1.62137
11 C -0.84335 0.98741 -1.23174
12 N -0.79930 -0.22317 -0.72292
13 N -2.01545 1.58905 -1.49448
14 N 0.25903 1.72483 -1.32386
15 H -1.55780 -0.87779 -0.65979
16 H 0.07753 -0.53737 -0.28497
17 H -2.78911 1.00372 -1.22358
18 H 0.23176 2.66651 -1.66914
19 H 1.17159 1.33190 -1.15985
20 H -1.56420 3.78931 -1.53235
21 H -3.03426 3.30710 -0.85744
22 H -2.84251 3.09360 -2.56889


Run x
Here is a 2-piece molecular cluster, C4H13N4O overall from OMol25. Energies are from ωB97M-V/def2-TZVPD.

Values from the calculation:
lowest unoccupied orbital energy = -2.78 eV
net charge = +1

Atoms and positions in Å:
1 C -1.63886 1.42356 -1.34117
2 C 0.16391 -0.12601 -2.23440
3 N 0.84546 -0.05381 -1.08466
4 N -1.01997 0.47600 -2.35530
5 N 0.81291 -0.71636 -3.29682
6 H 0.59258 0.31692 -0.15178
7 H 1.65596 -0.66091 -1.12674
8 H -1.56830 0.21086 -3.15739
9 H 0.22223 -1.24891 -3.93178
10 H 1.68475 -1.10328 -2.94209
11 H -1.11544 0.93631 -0.47637
12 H -2.72241 1.30781 -1.26396
13 H -1.18702 2.43526 -1.43190
14 C 0.84952 0.11621 3.83555
15 C 0.30506 -0.22290 2.51283
16 O 0.95496 -0.28131 1.47424
17 N -1.02204 -0.65327 2.36806
18 H 0.32782 -0.40766 4.65511
19 H 0.80508 1.18585 4.05233
20 H -1.25255 -1.02116 1.45895
21 H -1.79538 -0.47345 2.98431
22 H 1.88618 -0.22070 3.84418


Decreasing stability: run w, run x


Run w
Here is one molecule with the formula C2H5OP from OMol25. Energies are from ωB97M-V/def2-TZVPD.

Values from the calculation:
lowest unoccupied orbital energy = -0.07 eV
net charge = 0

Atoms and positions in Å:
1 C 0.29666 0.67491 -0.56423
2 C 0.38422 -0.43868 0.62907
3 O 0.41742 -1.80551 0.28720
4 P -0.03181 2.20167 0.10394
5 H 0.74607 0.31572 -1.51071
6 H -0.41764 -0.35358 1.39908
7 H 1.36275 -0.25845 1.23136
8 H -0.52101 -2.09352 0.24202
9 H -0.14403 3.07209 -0.93156


Run x
Here is one molecule with the formula C2H5OP from OMol25. Energies are from ωB97M-V/def2-TZVPD.

Values from the calculation:
lowest unoccupied orbital energy = 1.08 eV
net charge = 0

Atoms and positions in Å:
1 C 0.55975 -0.70417 0.34415
2 C 0.55517 0.84632 0.16514
3 O -2.21753 0.01368 0.35246
4 P -0.89501 -0.05474 -0.43683
5 H 1.08453 -1.39021 -0.29091
6 H 0.41648 -1.15558 1.25335
7 H 0.30813 1.17916 1.07748
8 H 1.10802 1.36327 -0.58254
9 H -0.91954 -0.09773 -1.88230


Decreasing stability: run x, run w


Run w
Here is a 2-piece molecular cluster, C3H7OS overall from OMol25. Energies are from ωB97M-V/def2-TZVPD.

Values from the calculation:
lowest unoccupied orbital energy = 3.96 eV
net charge = -1

Atoms and positions in Å:
1 C 1.28394 -0.64885 -2.48683
2 S 0.07392 -1.28452 -1.25226
3 H 1.00036 0.37821 -2.71939
4 H 2.31721 -0.56912 -2.13788
5 H 1.16523 -1.23208 -3.39308
6 O 0.20929 2.07841 1.98524
7 C -0.69734 1.43806 1.50920
8 C -1.13052 0.09048 1.97847
9 H -1.21499 1.81059 0.61001
10 H -0.84356 -0.70490 1.27393
11 H -2.22072 0.02311 2.04650
12 H -0.65974 -0.11509 2.92300


Run x
Here is a 2-piece molecular cluster, C3H7OS overall from OMol25. Energies are from ωB97M-V/def2-TZVPD.

Values from the calculation:
lowest unoccupied orbital energy = 4.02 eV
net charge = -1

Atoms and positions in Å:
1 O -4.16286 0.05807 -0.03455
2 C -3.02761 -0.16325 0.30278
3 H -2.76268 -0.58812 1.27906
4 H -2.14990 0.14073 -0.28358
5 C 2.29807 0.24787 -0.18965
6 C 0.80060 -0.06176 -0.27203
7 S 0.11968 -0.72385 1.29125
8 H 2.84831 -0.66485 0.02487
9 H 2.46166 0.99046 0.59407
10 H 2.64760 0.69108 -1.13135
11 H 0.65302 -0.79493 -1.07229
12 H 0.27410 0.86854 -0.50858


Decreasing stability: run w, run x


Run w
Here is one molecule with the formula H2IO2PS from OMol25. Energies are from ωB97M-V/def2-TZVPD.

Values from the calculation:
lowest unoccupied orbital energy = -0.16 eV
net charge = 0

Atoms and positions in Å:
1 O -0.39720 0.11712 -1.50394
2 O -0.77649 0.55654 0.86064
3 P 0.09626 -0.35444 -0.10222
4 S -0.19811 -2.28297 0.36662
5 I 2.26267 0.60101 0.15784
6 H -0.23934 1.05686 -1.60624
7 H -0.74778 0.30587 1.82729


Run x
Here is a 2-piece molecular cluster, H2IO2PS overall from OMol25. Energies are from ωB97M-V/def2-TZVPD.

Values from the calculation:
lowest unoccupied orbital energy = -0.39 eV
net charge = 0

Atoms and positions in Å:
1 O -1.72768 2.11936 0.76410
2 O 0.00400 1.07457 -0.60732
3 P -1.27768 0.73756 0.10205
4 S 1.42315 -2.21294 -1.25045
5 I 0.30372 -2.83812 0.65762
6 H -1.02097 2.73805 0.89187
7 H 2.29548 -1.61848 -0.55787


Decreasing stability: run w, run x